[1]
This record from the Open Molecules 2025 dataset describes a structure of composition C38H32BrIN3O4PtSi. The level of theory is the ωB97M-V functional and the def2-TZVPD basis.

Properties
calculated total energy	-5212.86435	Ha
highest occupied orbital energy	-10.459	eV
largest force on an atom	0.354	eV/A
energy relative to the best compared isomer or geometry (same formula, charge and spin)	0.411	eV
gap between HOMO and LUMO	7.034	eV

```
! wB97M-V def2-TZVPD RIJCOSX def2/J DEFGRID3
* xyz 1 1
N 2.13 0.83 -2.19
H 1.64 1.00 -4.16
H 3.87 -3.87 -0.21
C -4.28 -2.17 -0.66
H -1.32 2.95 3.68
H 1.11 5.49 1.28
C 0.74 3.42 1.59
H -1.17 2.13 5.23
H -2.88 1.81 -0.60
C -1.50 -0.46 3.73
H -0.27 -4.37 2.45
H 4.61 2.89 1.96
C 2.75 1.42 -1.13
H -6.37 -2.53 -0.96
H 3.91 4.27 -2.57
C -3.36 0.41 -3.66
H 3.36 0.75 2.15
H 0.20 3.01 4.58
H 4.61 4.13 -0.18
O 0.27 -1.95 1.81
I -6.78 -4.54 -3.27
H 1.28 -0.02 5.37
H -4.66 1.44 -2.30
H -4.43 -1.47 0.15
C 2.55 -5.23 0.77
C -0.13 2.26 -0.27
C -2.78 -3.37 -2.13
C -0.64 2.37 4.31
O -0.38 0.99 -0.83
Si -0.12 0.76 3.51
C -5.15 -3.65 -2.32
H -1.28 -1.44 3.29
C 2.74 0.76 0.12
C -0.13 3.39 -1.06
H 2.72 3.21 -4.49
C 1.39 -5.37 1.53
H -3.71 -4.66 -3.56
H -2.43 -0.09 3.28
C 2.68 -1.56 0.31
H 1.78 -0.80 3.87
C 2.14 1.48 -3.33
C 0.62 -4.27 1.86
N 0.11 1.03 1.77
C 0.24 2.22 1.07
C 3.40 3.32 -2.47
H -0.43 3.34 -2.09
C -5.37 -2.76 -1.28
C -2.07 -0.05 -3.90
H 1.08 -6.35 1.87
C -1.07 0.17 -2.96
C 1.00 -3.00 1.42
H -1.69 -0.61 4.80
C 4.09 3.18 -0.09
H -1.84 -0.57 -4.82
C -1.85 -1.81 -0.47
Br 3.57 -6.75 0.32
C -1.40 0.83 -1.80
H 2.26 0.87 4.21
C 3.42 2.66 -1.22
C 1.45 0.14 4.30
C 2.18 -2.86 0.67
C 3.40 1.28 1.20
H -4.13 0.25 -4.40
H 1.12 3.44 2.60
C -3.66 1.09 -2.48
C 0.30 4.58 -0.48
C -3.87 -3.96 -2.75
C -2.99 -2.47 -1.09
C 2.95 -3.99 0.36
C 0.74 4.58 0.83
Pt 0.00 -0.53 0.51
H -0.05 -0.19 -3.10
O -2.00 -0.94 0.47
N 2.01 -0.46 0.27
C 2.76 2.74 -3.52
C 4.09 2.50 1.10
H -1.77 -3.59 -2.45
O -0.65 -2.00 -0.85
H 3.74 -1.49 0.08
H 0.31 5.49 -1.07
C -2.67 1.30 -1.53
*
```

=====

[2]
This record from the Open Molecules 2025 dataset describes a structure of composition C38H32BrN3O2RuTe in a non-equilibrium geometry. The level of theory is the ωB97M-V functional and the def2-TZVPD basis.

Properties
calculated total energy	-4717.36411	Ha
highest occupied orbital energy (alpha / beta)	-17.902 / -17.903	eV
largest force on an atom	1.694	eV/A
energy relative to the best compared isomer or geometry (same formula, charge and spin)	0.994	eV
gap between HOMO and LUMO (alpha / beta)	3.758 / 3.791	eV

```
! wB97M-V def2-TZVPD RIJCOSX def2/J DEFGRID3
* xyz 4 1
C 2.42 -2.83 2.99
H -0.15 4.31 1.61
H 5.35 0.60 2.66
C 2.76 -2.29 0.56
C 3.68 -2.18 -4.37
C -3.78 -0.01 4.06
C 2.31 -2.04 -4.14
C -1.98 -0.57 -1.12
H -5.26 1.94 -0.57
C 1.51 -2.87 4.06
O -1.36 -0.81 0.07
H -3.59 -1.91 5.06
N 0.79 -1.66 1.69
C 0.38 3.28 -0.23
O -4.25 0.50 0.46
C -2.99 -0.10 -3.68
Te 0.65 1.63 0.98
C -4.88 1.81 0.44
C 5.39 0.96 0.53
H 4.84 -1.84 -1.21
H 0.79 -1.80 -2.67
C 3.28 1.37 -0.55
H -5.69 1.86 1.16
C 0.56 3.33 -1.62
H -4.14 2.59 0.65
C -1.77 0.46 -3.32
C 1.86 -1.85 -2.85
C 0.00 4.38 0.54
C 0.26 -2.31 3.91
N -4.16 -2.26 0.57
C 4.13 -1.91 -2.02
Ru 0.47 -0.79 -0.10
H -3.77 0.57 4.98
C -0.13 5.60 -0.11
C 0.08 5.69 -1.48
H -3.40 0.08 -4.66
H 6.47 0.88 0.46
C -3.22 -1.13 -1.48
C 2.66 1.21 0.70
H 2.90 0.80 2.82
H 5.16 1.40 -1.57
Br 4.29 -2.48 -6.08
H 3.69 -2.85 0.48
H -4.67 -3.11 0.81
H -4.63 -1.34 -3.07
C 2.02 -2.24 1.82
C -3.68 -1.40 4.11
H 1.62 -2.12 -4.97
H 3.40 -3.28 3.06
C 3.39 0.90 1.86
H -0.39 6.48 0.46
C -3.68 -0.90 -2.77
H -0.01 6.65 -1.97
H 2.72 1.61 -1.44
C -4.03 -2.08 -0.70
C -3.75 -2.11 2.94
H -1.23 1.07 -4.02
C -0.07 -1.69 2.71
C -3.95 0.66 2.86
H -3.72 -3.20 2.95
H 1.79 -3.36 4.99
N 2.24 -1.71 -0.45
H -1.03 -1.22 2.56
H 0.55 4.65 -3.30
C 4.76 0.79 1.77
H 5.64 -2.19 -3.51
H -0.34 0.68 -1.73
C 0.41 4.56 -2.23
C 4.66 1.25 -0.62
H -4.59 -2.79 -1.30
H -4.05 1.73 2.84
C -3.89 -1.44 1.72
C 2.76 -1.80 -1.79
C -1.29 0.22 -2.05
H -0.47 -2.35 4.71
C 4.58 -2.10 -3.31
C -4.01 -0.06 1.67
H 0.81 2.46 -2.20
*
```

=====

[3]
This record from the Open Molecules 2025 dataset describes a structure of composition C38H32FHgN6O7S2. The level of theory is the ωB97M-V functional and the def2-TZVPD basis.

Properties
calculated total energy	-3372.30495	Ha
highest occupied orbital energy (alpha / beta)	-1.638 / -1.956	eV
largest force on an atom	0.737	eV/A
gap between HOMO and LUMO (alpha / beta)	5.438 / 5.751	eV

```
! wB97M-V def2-TZVPD RIJCOSX def2/J DEFGRID3
* xyz -2 2
H -1.98 2.01 -5.47
N -2.70 -2.11 -0.24
C 2.80 -2.98 -0.18
O 5.44 1.54 -0.43
O 0.00 3.17 -0.40
H -2.76 0.90 -7.55
C 2.02 4.40 0.01
H -0.82 0.70 -3.72
O 3.86 -1.47 3.37
H -8.57 -0.61 -0.53
H -4.41 0.21 0.23
C 1.75 5.47 -2.57
N 2.48 -2.79 2.12
C 3.67 -1.97 -0.10
C -7.58 -0.95 -0.24
N -1.05 -1.98 -2.46
H -5.92 -3.76 0.66
C -1.17 0.22 -4.62
C -0.95 -1.15 -4.79
H -2.36 -1.52 -7.87
H 4.15 -1.58 -0.99
H 3.54 6.61 -2.12
S 0.63 -0.18 -1.46
H 0.69 -1.56 -3.47
H 1.96 -2.98 2.96
C -1.82 0.95 -5.61
N 1.70 2.90 1.91
H -3.77 -3.54 -1.30
C 2.81 5.89 -1.76
C 2.06 -3.42 0.97
C -2.75 -3.14 -1.26
H -8.18 -2.99 0.01
C 0.91 3.98 -0.81
C 2.34 3.83 1.31
Hg 0.72 1.23 0.66
O 3.23 1.09 -0.16
S -1.61 -0.04 1.04
C 3.28 1.38 7.06
H 5.89 -0.46 0.86
H 1.65 5.88 -3.57
C -5.25 -0.48 0.18
H 3.22 4.23 1.81
H -0.17 -3.00 -4.03
C -2.03 -1.03 -6.96
C 2.11 0.99 4.97
C -7.36 -2.28 0.06
C -3.63 -2.29 0.86
C 1.81 1.31 3.54
H 3.14 3.04 4.38
O 1.27 0.40 2.83
H 2.90 -0.01 8.63
C 4.86 -0.17 1.08
H 0.00 4.23 -2.73
C -1.69 -1.15 -0.26
C 2.67 0.27 7.61
H 3.98 1.98 7.63
C -0.29 -1.96 -3.69
C -6.51 -0.05 -0.18
C -6.09 -2.72 0.43
H -2.39 -3.27 -3.37
H 4.81 0.26 2.08
H -1.21 -2.82 -6.10
C 4.46 0.93 0.05
C -2.39 -2.52 -2.58
C -2.25 0.33 -6.78
O 1.17 -4.27 0.99
H -3.25 -1.72 1.70
C 1.51 -0.12 5.55
F 2.55 -3.57 -1.36
C 0.83 4.56 -2.11
C 3.47 -1.82 2.27
N 2.14 2.54 3.17
H -6.68 1.00 -0.42
H 1.29 -1.36 7.29
C 1.77 -0.49 6.86
H 0.84 -0.70 4.93
C -5.02 -1.82 0.50
N 4.00 -1.37 1.08
C -1.39 -1.76 -5.96
H -3.65 -3.35 1.13
C 2.93 5.35 -0.49
H 3.75 5.65 0.14
H -3.12 -1.75 -2.83
O 3.56 2.89 5.28
C -0.79 -1.13 -1.38
H -2.05 -3.95 -1.03
C 2.99 1.77 5.75
*
```